No. 1
The following is a quantum chemistry calculation of a cluster of 4 separate species, C22H23F3O2S in total at a distorted geometry, from the Open Molecules 2025 dataset.

Properties
Energy relative to the best compared isomer or geometry (same formula, charge and spin) ... 90.7 kJ/mol
Structure (SMILES) ... O=S1(=O)CCCC1.Fc1ccccc1.Fc1ccccc1.Fc1ccccc1
E_tot ... -1700.1344 Eh
Highest occupied orbital energy ... -9.13 eV
Gap between HOMO and LUMO ... 9.54 eV

```
51
Properties=species:S:1:pos:R:3:lowdin_charge:R:1
O 1.31604 1.26549 7.93396 -0.32
S 0.82404 0.13349 7.15496 0.70
O -0.62896 -0.11451 7.19696 -0.32
C 1.47904 0.41249 5.53396 -0.21
C 2.53704 -0.68951 5.20196 -0.13
C 2.89904 -1.13251 6.67596 -0.27
C 1.74704 -1.29051 7.41196 -0.29
H 1.94304 1.38149 5.58796 0.10
H 0.59504 0.24949 4.84796 0.12
H 1.94904 -1.29551 4.79096 0.01
H 3.44204 -0.41551 4.60796 0.14
H 3.46904 -0.43351 7.10196 0.08
H 3.50904 -2.04951 6.56296 0.15
H 2.23204 -1.35651 8.46996 0.19
H 1.21504 -2.03251 7.09896 0.06
F 2.25704 -2.27051 -1.76004 0.01
C 1.61004 -1.51051 -0.77804 -0.20
C 2.06604 -1.67351 0.58396 0.01
C 1.36104 -1.11051 1.63396 -0.07
C 0.17704 -0.42251 1.46496 -0.11
C -0.33996 -0.37251 0.25196 -0.08
C 0.36904 -0.90051 -0.93004 0.01
H 2.84704 -2.29851 0.67596 0.07
H 1.92504 -1.19151 2.47996 0.06
H -0.26296 0.12349 2.25996 0.10
H -1.18596 0.30349 0.14096 0.10
H -0.04196 -0.79951 -1.94904 0.09
F -4.21296 2.86349 -2.55104 0.05
C -4.42696 1.55649 -2.85904 -0.24
C -5.68796 1.14349 -3.41004 0.00
C -5.99396 -0.21251 -3.42504 -0.12
C -5.09396 -1.23451 -3.08404 -0.08
C -3.87496 -0.75851 -2.46204 -0.08
C -3.56996 0.58849 -2.34204 -0.05
H -6.51996 1.69449 -3.63104 0.08
H -6.94996 -0.60951 -3.90004 0.12
H -5.52396 -2.24651 -3.24204 0.11
H -3.11696 -1.51851 -2.09604 0.11
H -2.75996 0.92749 -1.70004 0.10
F 0.04504 3.72049 -5.95204 0.11
C 0.76304 2.68549 -5.71104 -0.31
C 0.36404 1.69349 -4.75104 -0.02
C 1.04804 0.48749 -4.62804 -0.13
C 2.22804 0.20449 -5.33604 -0.12
C 2.79204 1.21749 -6.13604 -0.05
C 2.07204 2.53949 -6.32404 0.04
H -0.57496 1.62049 -4.27904 0.08
H 0.80904 -0.37251 -3.89004 0.10
H 2.68904 -0.91751 -5.02404 0.16
H 3.61304 1.05949 -6.64904 0.03
H 2.57404 3.35849 -6.87004 0.10
```

No. 2
The following is a quantum chemistry calculation of a cluster of 3 separate species, C6H14N2O in total at a distorted geometry, from the Open Molecules 2025 dataset.

Properties
Energy relative to the best compared isomer or geometry (same formula, charge and spin) ... 211.7 kJ/mol
Structure (SMILES) ... [H]/N=C/CC.CC#N.CO
E_tot ... -421.7197 Eh
Highest occupied orbital energy ... -9.76 eV
Gap between HOMO and LUMO ... 10.52 eV

```
23
Properties=species:S:1:pos:R:3:lowdin_charge:R:1
H -1.83875 1.07295 -1.53918 0.06
N -1.64319 0.22061 -1.01674 0.09
C -1.96211 0.25785 0.19907 -0.27
C -1.76579 -0.90620 1.10816 -0.26
C -1.36730 -2.18794 0.39080 -0.11
H -2.39042 1.14277 0.69509 0.11
H -0.99442 -0.61749 1.83060 0.07
H -2.68947 -1.05435 1.67530 0.11
H -0.44578 -2.03992 -0.16334 0.05
H -1.22271 -2.99256 1.10812 0.07
H -2.13901 -2.47986 -0.31747 0.07
C 1.53308 2.51484 0.39092 -0.06
C 1.20306 1.43767 1.28253 -0.28
N 0.96912 0.59840 2.03587 0.16
H 2.43778 2.24523 -0.15143 0.09
H 0.71964 2.65325 -0.32340 0.09
H 1.68915 3.42930 0.95843 0.09
C 1.58930 -0.53426 -1.72784 -0.17
O 2.26959 -0.28849 -0.51399 -0.17
H 2.05968 0.08934 -2.48813 0.08
H 1.68008 -1.58654 -2.02835 0.08
H 0.52661 -0.27899 -1.65557 0.04
H 1.78185 -0.69560 0.25055 0.07
```

No. 3
The following is a quantum chemistry calculation of a structure of composition C46H47N6O6P2RhS, from the Open Molecules 2025 dataset.

Properties
Energy relative to the best compared isomer or geometry (same formula, charge and spin) ... 5.7 kJ/mol
Total charge ... +2
E_tot ... -3752.3287 Eh
Highest occupied orbital energy ... -12.22 eV
Gap between HOMO and LUMO ... 7.66 eV

```
109
Properties=species:S:1:pos:R:3:lowdin_charge:R:1
Rh -0.07621 -0.69546 0.55084 1.22
N 0.14889 -0.50790 2.52236 -0.01
C 1.41877 -1.11854 2.99767 -0.23
C 1.90072 -0.31837 4.21886 -0.13
C 3.23800 -0.63952 4.88566 -0.16
C 3.40878 -2.05111 5.43513 -0.16
N 3.74445 -2.95042 4.33527 0.09
C 4.02570 -4.22805 4.46694 -0.43
N 4.31142 -4.95528 3.37376 0.20
N 4.00749 -4.82283 5.66147 0.22
C 2.40140 -1.18287 1.80451 -0.56
O 3.52640 -1.64963 2.01115 0.03
O 1.98691 -0.82474 0.65086 -0.13
H 0.26141 0.50984 2.55581 0.10
H -0.66657 -0.72614 3.09215 0.14
H 1.20919 -2.15819 3.26396 0.16
H 1.10579 -0.38789 4.96860 0.13
H 1.94279 0.73459 3.92058 0.13
H 3.34320 0.05380 5.72093 0.13
H 4.06574 -0.42701 4.20882 0.12
H 2.50028 -2.39064 5.94443 0.13
H 4.22411 -2.04663 6.16317 0.13
H 3.76172 -2.51394 3.39445 0.09
H 4.46300 -4.47500 2.50158 0.13
H 4.71619 -5.87126 3.46368 0.13
H 3.81770 -4.29864 6.49701 0.12
H 4.23538 -5.79626 5.76467 0.13
O -0.28532 -0.63792 -1.50756 -0.41
P -0.14341 0.57369 -2.42791 0.80
C -0.80481 2.09966 -1.69798 -0.29
P 0.07034 2.57885 -0.18077 0.81
O 0.54547 1.33641 0.56852 -0.43
C 1.51808 3.49876 -0.69405 -0.28
C 2.78634 3.02343 -0.37714 -0.07
C 3.90504 3.75054 -0.75938 -0.06
C 3.75679 4.94127 -1.45470 -0.06
C 2.48929 5.41724 -1.77078 -0.06
C 1.36951 4.70083 -1.38596 -0.07
C -0.94662 3.70508 0.75661 -0.31
C -1.97236 4.43455 0.16654 -0.08
C -2.70532 5.33134 0.92867 -0.05
C -2.41640 5.49523 2.27575 -0.05
C -1.38833 4.77059 2.86410 -0.06
C -0.64877 3.87909 2.10472 -0.07
C 1.55930 0.87521 -2.87863 -0.29
C 1.84575 1.85261 -3.83487 -0.07
C 3.15962 2.11795 -4.17608 -0.06
C 4.18815 1.39712 -3.57817 -0.06
C 3.90319 0.41791 -2.63959 -0.06
C 2.58763 0.15743 -2.28072 -0.07
C -1.04282 0.31845 -3.95200 -0.29
C -2.04837 1.17304 -4.39724 -0.08
C -2.69018 0.91769 -5.60122 -0.06
C -2.34092 -0.19530 -6.35100 -0.05
C -1.34464 -1.05686 -5.90512 -0.05
C -0.69239 -0.79964 -4.71246 -0.06
H -1.85322 1.93376 -1.43933 0.06
H -0.72084 2.89383 -2.44337 0.08
H 2.89090 2.08348 0.14978 0.10
H 4.89342 3.38404 -0.51537 0.11
H 4.63124 5.50644 -1.74920 0.11
H 2.37723 6.35085 -2.30526 0.11
H 0.38294 5.09366 -1.60849 0.11
H -2.22109 4.30193 -0.87964 0.11
H -3.50707 5.89639 0.47292 0.11
H -2.99382 6.19061 2.86996 0.11
H -1.16130 4.90560 3.91300 0.11
H 0.16311 3.32426 2.56164 0.11
H 1.04603 2.39886 -4.32389 0.12
H 3.38399 2.87486 -4.91546 0.12
H 5.21525 1.60006 -3.85229 0.11
H 4.70492 -0.14473 -2.17925 0.11
H 2.37024 -0.59072 -1.53471 0.08
H -2.34366 2.04000 -3.82081 0.10
H -3.46384 1.58846 -5.95007 0.12
H -2.84261 -0.39241 -7.28908 0.12
H -1.07057 -1.92108 -6.49464 0.11
H 0.09538 -1.46300 -4.37468 0.12
O -2.33551 1.31384 0.76507 -0.34
S -3.14108 0.13776 1.00838 0.61
O -3.82221 0.04057 2.26647 -0.27
N -2.07430 -1.05447 0.77352 -0.23
C -2.44521 -2.39080 0.70580 -0.25
C -3.70455 -2.92825 0.84137 0.01
C -3.89749 -4.31812 0.70395 -0.04
C -2.86539 -5.17030 0.43235 -0.02
C -1.55957 -4.65021 0.29879 -0.14
C -0.42413 -5.42529 -0.01461 0.02
C 0.79058 -4.81593 -0.15545 -0.02
C 0.90883 -3.43230 0.04316 -0.07
N -0.13058 -2.68168 0.36435 -0.01
C -1.36625 -3.26596 0.46076 -0.13
C -4.34206 -0.01437 -0.27330 -0.30
C -5.67413 0.24131 0.01710 -0.05
C -6.60904 0.15363 -1.00452 -0.05
C -6.21001 -0.20436 -2.28511 -0.05
C -4.87387 -0.47689 -2.55718 -0.06
C -3.92951 -0.37856 -1.54874 -0.06
H -4.55385 -2.29531 1.05649 0.11
H -4.90044 -4.70940 0.81145 0.12
H -3.03207 -6.23227 0.31367 0.12
H -0.53068 -6.49335 -0.15834 0.13
H 1.67523 -5.37406 -0.42652 0.11
H 1.85781 -2.93452 -0.07501 0.11
H -5.96590 0.50112 1.02564 0.12
H -7.65119 0.35385 -0.79600 0.12
H -6.94633 -0.28463 -3.07382 0.11
H -4.56977 -0.77797 -3.55132 0.11
H -2.89047 -0.62435 -1.73600 0.09
```

No. 4
The following is a quantum chemistry calculation of a structure of composition C17H22N9OPSc, from the Open Molecules 2025 dataset.

Properties
Energy relative to the best compared isomer or geometry (same formula, charge and spin) ... 58.0 kJ/mol
Total charge ... +3
E_tot ... -2330.4449 Eh
Highest occupied orbital energy ... -17.58 eV
Gap between HOMO and LUMO ... 8.41 eV

```
51
Properties=species:S:1:pos:R:3:lowdin_charge:R:1
Sc 0.92726 -0.15469 -0.71684 1.30
C -3.62436 -2.63731 0.88836 0.02
N -2.28154 -2.57106 0.29692 -0.09
C -1.45431 -3.64383 0.11376 0.01
C -0.31981 -3.17059 -0.47242 -0.06
N -0.46312 -1.82344 -0.68012 -0.06
C -1.66240 -1.47783 -0.18588 -0.43
P -2.48201 0.15369 -0.36557 1.23
C -1.76159 0.55599 -1.99448 -0.45
N -0.46132 0.54369 -2.31488 -0.06
C -0.38159 0.89906 -3.63893 -0.07
C -1.63863 1.12819 -4.11035 0.01
N -2.49359 0.90814 -3.06793 -0.09
C -3.95493 1.04031 -3.13960 0.02
C -1.36411 1.22972 0.61965 -0.42
N -0.03689 1.33892 0.46306 -0.05
C 0.38612 2.34637 1.29611 -0.06
C -0.69924 2.85813 1.93733 0.01
N -1.78616 2.14628 1.50640 -0.09
C -3.16875 2.37649 1.95002 0.02
H -3.73198 -3.59682 1.38483 0.11
H -4.38236 -2.55050 0.11306 0.11
H -3.74698 -1.84704 1.62396 0.09
H -1.73188 -4.64100 0.41050 0.15
H 0.56043 -3.71432 -0.77002 0.13
H 0.55188 0.96680 -4.17150 0.12
H -1.98298 1.42281 -5.08689 0.15
H -4.22363 1.28992 -4.16125 0.11
H -4.29354 1.83640 -2.48094 0.10
H -4.43042 0.10044 -2.87068 0.10
H 1.41774 2.64396 1.37326 0.12
H -0.78228 3.65605 2.65551 0.15
H -3.14959 3.09289 2.76536 0.11
H -3.60560 1.44758 2.30660 0.10
H -3.76253 2.78263 1.13463 0.11
C 3.37105 -1.92902 2.91905 0.06
N 3.76366 -0.98483 1.85241 0.00
C 5.03140 -0.46696 1.77331 0.04
C 5.38967 0.37849 0.78785 0.05
C 4.41373 0.73264 -0.18661 -0.31
N 3.16294 0.21968 -0.09515 0.11
C 2.87120 -0.63297 0.91489 -0.47
O 1.68138 -1.10089 0.91519 -0.07
N 4.70606 1.55823 -1.17460 0.23
H 4.21402 -2.04827 3.59215 0.11
H 3.11236 -2.88953 2.48127 0.11
H 2.51966 -1.53019 3.46334 0.11
H 5.71899 -0.78163 2.54633 0.16
H 6.39266 0.77526 0.73777 0.14
H 5.63462 1.94339 -1.26453 0.15
H 4.03132 1.82057 -1.87372 0.13
```

No. 5
The following is a quantum chemistry calculation of a cluster of 3 separate species, CH5O4 in total at a distorted geometry, from the Open Molecules 2025 dataset.

Properties
Energy relative to the best compared isomer or geometry (same formula, charge and spin) ... 135.2 kJ/mol
Total charge ... -1
E_tot ... -342.1032 Eh
Highest occupied orbital energy ... -4.12 eV
Gap between HOMO and LUMO ... 7.34 eV

```
10
Properties=species:S:1:pos:R:3:lowdin_charge:R:1
O 0.21427 1.11423 -1.58490 -0.17
C 0.20221 1.60431 -0.42188 -0.72
O 0.90049 2.43536 0.14012 -0.11
H -0.90346 1.38710 0.17602 0.10
H -2.72172 -2.36292 2.01581 0.09
H -1.93792 -2.02481 3.33172 -0.01
O -2.57467 -2.60270 2.99248 -0.08
H 1.43861 -1.93997 -0.83330 0.01
H 0.88745 -0.81642 -1.57172 0.04
O 1.71288 -1.43049 -1.62110 -0.14
```

No. 6
The following is a quantum chemistry calculation of the ion C4H9N2 with charge +1 at a distorted geometry, from the Open Molecules 2025 dataset.

Properties
Energy relative to the best compared isomer or geometry (same formula, charge and spin) ... 332.7 kJ/mol
Total charge ... +1
Structure (SMILES) ... C/[NH+]=C1\N[C@H]1C
E_tot ... -266.9726 Eh
Highest occupied orbital energy ... -15.05 eV
Gap between HOMO and LUMO ... 11.48 eV

```
15
Properties=species:S:1:pos:R:3:lowdin_charge:R:1
C -0.26370 -1.73655 -1.72326 -0.07
N -0.11617 -0.40342 -1.31805 0.05
C -0.49454 0.04075 -0.06218 -0.20
N -1.00974 -0.26875 1.05059 0.25
C -0.42250 1.09990 0.90994 -0.13
C 0.95561 1.27194 1.62339 0.00
H -0.01417 -1.94261 -2.77203 0.11
H -1.33651 -2.11939 -1.60684 0.13
H 0.51727 -2.17995 -1.07450 0.11
H 0.53848 0.07468 -1.88625 0.15
H -1.20597 -1.09219 1.62549 0.19
H -0.81795 2.06839 0.79928 0.14
H 0.85809 2.09161 2.29089 0.07
H 1.69685 1.41975 0.83260 0.09
H 1.07390 0.26372 2.15356 0.12
```

Copy entry 2 word for word.
The following is a quantum chemistry calculation of a cluster of 3 separate species, C6H14N2O in total at a distorted geometry, from the Open Molecules 2025 dataset.

Properties
Energy relative to the best compared isomer or geometry (same formula, charge and spin) ... 211.7 kJ/mol
Structure (SMILES) ... [H]/N=C/CC.CC#N.CO
E_tot ... -421.7197 Eh
Highest occupied orbital energy ... -9.76 eV
Gap between HOMO and LUMO ... 10.52 eV

```
23
Properties=species:S:1:pos:R:3:lowdin_charge:R:1
H -1.83875 1.07295 -1.53918 0.06
N -1.64319 0.22061 -1.01674 0.09
C -1.96211 0.25785 0.19907 -0.27
C -1.76579 -0.90620 1.10816 -0.26
C -1.36730 -2.18794 0.39080 -0.11
H -2.39042 1.14277 0.69509 0.11
H -0.99442 -0.61749 1.83060 0.07
H -2.68947 -1.05435 1.67530 0.11
H -0.44578 -2.03992 -0.16334 0.05
H -1.22271 -2.99256 1.10812 0.07
H -2.13901 -2.47986 -0.31747 0.07
C 1.53308 2.51484 0.39092 -0.06
C 1.20306 1.43767 1.28253 -0.28
N 0.96912 0.59840 2.03587 0.16
H 2.43778 2.24523 -0.15143 0.09
H 0.71964 2.65325 -0.32340 0.09
H 1.68915 3.42930 0.95843 0.09
C 1.58930 -0.53426 -1.72784 -0.17
O 2.26959 -0.28849 -0.51399 -0.17
H 2.05968 0.08934 -2.48813 0.08
H 1.68008 -1.58654 -2.02835 0.08
H 0.52661 -0.27899 -1.65557 0.04
H 1.78185 -0.69560 0.25055 0.07
```